# 1
{
  "formula": "C17H28ClHfN6O6",
  "method": "ωB97M-V with the def2-TZVPD basis set",
  "symbols": ["Hf", "O", "C", "O", "C", "C", "C", "C", "C", "O", "C", "C", "O", "O", "H", "H", "H", "H", "H", "H", "H", "H", "Cl", "C", "H", "H", "C", "N", "C", "N", "O", "H", "H", "H", "H", "H", "H", "C", "N", "C", "N", "C", "N", "C", "N", "C", "C", "H", "H", "H", "H", "H", "H", "H", "H", "H", "H", "H", "H"],
  "coordinates": [[-0.731, 0.201, -0.045], [0.611, -0.594, 1.690], [0.368, 0.605, 1.936], [0.491, 1.435, 0.958], [-0.404, 1.065, 3.160], [-1.021, 2.428, 2.775], [-1.847, 3.017, 3.919], [-3.142, 2.178, 3.837], [-2.774, 1.176, 2.749], [-1.997, 1.962, 1.812], [-1.712, 0.183, 3.282], [-1.689, -1.051, 2.383], [-1.479, -2.163, 2.806], [-1.961, -0.782, 1.114], [0.199, 1.044, 4.065], [-0.322, 3.112, 2.312], [-1.329, 2.913, 4.871], [-2.036, 4.074, 3.747], [-3.395, 1.681, 4.772], [-3.989, 2.785, 3.524], [-3.612, 0.710, 2.243], [-1.885, -0.138, 4.305], [-3.372, 0.560, -1.035], [-1.872, 1.557, -1.288], [-2.122, 2.559, -0.945], [-1.740, 1.582, -2.371], [-0.456, -4.706, 0.663], [-0.402, -3.304, 0.285], [-0.899, -2.810, -0.836], [-1.433, -3.636, -1.743], [-0.815, -1.565, -1.120], [0.141, -4.832, 1.560], [-0.029, -5.331, -0.123], [-1.474, -5.032, 0.884], [-0.195, -2.657, 1.032], [-1.659, -4.588, -1.514], [-1.852, -3.235, -2.564], [2.132, -0.461, -0.996], [3.362, -0.432, -1.756], [3.840, 0.953, -1.824], [2.857, 1.819, -2.477], [1.629, 1.793, -1.715], [1.059, 0.403, -1.601], [0.863, -0.083, -3.011], [2.089, -0.059, -3.777], [3.089, -0.901, -3.116], [2.597, 1.314, -3.824], [2.339, -0.105, 0.011], [1.764, -1.489, -0.953], [4.777, 0.981, -2.379], [4.019, 1.316, -0.810], [0.884, 2.427, -2.201], [1.820, 2.179, -0.717], [0.126, 0.561, -3.493], [0.479, -1.100, -2.977], [4.012, -0.878, -3.694], [2.727, -1.930, -3.074], [1.859, 1.955, -4.309], [3.518, 1.335, -4.406]],
  "lowdin_charge": [1.5992, 0.0270, -0.5457, -0.1045, -0.0458, -0.2387, -0.0749, -0.0814, -0.2351, -0.0990, -0.0602, -0.5497, 0.1163, -0.2213, 0.1732, 0.1611, 0.1249, 0.1219, 0.1242, 0.1237, 0.1592, 0.1643, 0.5463, -0.6514, 0.0144, 0.0012, -0.0318, 0.0696, -0.5185, 0.2370, -0.1509, 0.1017, 0.0952, 0.1026, 0.1044, 0.1135, 0.1342, -0.1736, -0.0775, -0.1444, -0.0804, -0.1593, -0.1717, -0.1621, -0.0802, -0.1498, -0.1503, 0.1182, 0.1254, 0.1341, 0.1344, 0.1342, 0.1198, 0.1279, 0.1164, 0.1334, 0.1323, 0.1331, 0.1337],
  "homo_ev": -11.69,
  "de_lowest_kj_mol": 91.3,
  "e_tot_ev": -53137.1355,
  "total_charge": 1,
  "homo_lumo_gap_ev": 8.787
}

=====

# 2
{
  "formula": "C15H18N2O3W",
  "method": "ωB97M-V with the def2-TZVPD basis set",
  "symbols": ["W", "C", "C", "O", "C", "C", "C", "N", "N", "C", "O", "C", "C", "C", "C", "C", "C", "H", "H", "H", "H", "H", "H", "H", "H", "H", "H", "H", "H", "C", "O", "C", "C", "H", "H", "H", "H", "H", "H"],
  "coordinates": [[0.195, -0.674, -0.099], [2.774, 0.355, -3.348], [1.744, 0.568, -2.281], [1.177, -0.549, -1.873], [1.413, 1.829, -1.856], [0.413, 2.229, -0.910], [0.007, 3.670, -0.844], [-0.166, 1.359, -0.128], [-1.129, 1.807, 0.796], [-2.029, 0.889, 1.000], [0.652, -1.066, 1.481], [-3.004, 1.148, 2.091], [-3.806, 2.284, 2.033], [-4.708, 2.557, 3.050], [-4.806, 1.705, 4.140], [-3.997, 0.580, 4.210], [-3.103, 0.297, 3.188], [3.491, -0.397, -3.020], [3.298, 1.273, -3.602], [2.282, -0.033, -4.242], [1.926, 2.641, -2.352], [0.663, 4.283, -1.456], [0.020, 4.016, 0.188], [-1.018, 3.782, -1.205], [-3.716, 2.952, 1.186], [-5.331, 3.440, 2.993], [-5.507, 1.920, 4.936], [-4.057, -0.080, 5.066], [-2.459, -0.569, 3.260], [-3.663, 0.297, -1.427], [-2.293, 0.013, -1.212], [-1.948, -0.381, 0.141], [-2.808, -1.541, 0.605], [-4.054, 0.997, -0.681], [-4.276, -0.608, -1.414], [-3.738, 0.756, -2.412], [-3.845, -1.263, 0.822], [-2.390, -1.990, 1.505], [-2.804, -2.307, -0.171]],
  "lowdin_charge": [1.5099, -0.0224, -0.4369, -0.2409, -0.0209, -0.2994, -0.0231, -0.1339, 0.1320, -0.2015, -0.4892, -0.1773, -0.0379, -0.0803, -0.0890, -0.0740, -0.0302, 0.0880, 0.0792, 0.0921, 0.1023, 0.0761, 0.0834, 0.0897, 0.1118, 0.1024, 0.1012, 0.1043, 0.1137, -0.0925, -0.2221, -0.5128, -0.0958, 0.0871, 0.0850, 0.0910, 0.0800, 0.0688, 0.0820],
  "homo_ev": [-6.95, -7.12],
  "de_lowest_kj_mol": 0.0,
  "e_tot_ev": -26793.6114,
  "total_charge": 0,
  "homo_lumo_gap_ev": [7.131, 7.026]
}

=====

# 3
{
  "formula": "C6H13NO4S2",
  "method": "ωB97M-V with the def2-TZVPD basis set",
  "symbols": ["C", "C", "C", "C", "C", "C", "N", "O", "O", "O", "O", "S", "S", "H", "H", "H", "H", "H", "H", "H", "H", "H", "H", "H", "H", "H"],
  "coordinates": [[-0.716, 0.940, -0.618], [-0.572, 3.100, -1.918], [-0.704, -3.543, 0.362], [-1.502, 2.100, -1.332], [0.651, -2.723, 0.440], [0.384, -1.409, 1.048], [1.581, 1.158, 1.349], [0.371, 3.195, 0.713], [-0.701, 1.635, 2.259], [2.749, -0.831, 2.101], [2.382, -0.644, -0.335], [0.091, 1.733, 1.016], [1.876, -0.359, 1.064], [0.300, 0.951, -1.237], [0.259, 3.216, -1.306], [-0.142, 2.845, -2.885], [-1.161, 4.121, -1.967], [-0.628, -4.404, -0.382], [-0.759, -4.062, 1.301], [-1.472, -2.867, 0.075], [-2.150, 2.567, -0.620], [-2.147, 1.707, -2.090], [1.035, -2.754, -0.538], [1.353, -3.452, 0.974], [-0.348, -0.671, 0.404], [-0.030, -1.551, 2.123]],
  "lowdin_charge": [-0.2608, -0.1989, -0.1255, -0.4094, -0.3318, -0.3316, -0.3670, -0.4863, -0.4477, -0.4075, -0.4373, 0.5181, 0.4571, 0.0503, -0.0008, 0.0509, 0.0898, 0.0671, 0.0371, 0.0472, 0.0673, 0.0550, 0.0664, 0.1181, 0.0534, 0.1268],
  "homo_ev": 0.20,
  "de_lowest_kj_mol": 155.6,
  "e_tot_ev": -37778.9898,
  "total_charge": -2,
  "homo_lumo_gap_ev": 5.625
}

=====

# 4
{
  "formula": "C3H7N2O",
  "method": "ωB97M-V with the def2-TZVPD basis set",
  "symbols": ["C", "C", "C", "N", "N", "O", "H", "H", "H", "H", "H", "H", "H"],
  "coordinates": [[1.971, 0.965, 0.000], [1.150, 0.049, -0.528], [0.161, -0.842, 0.205], [-1.155, -0.456, -0.172], [-2.053, 0.285, 0.372], [-3.087, 0.434, -0.204], [1.988, 0.897, 1.062], [2.591, 1.673, -0.449], [1.207, -0.068, -1.658], [0.293, -1.790, -0.116], [0.305, -1.039, 1.333], [-1.359, -0.815, -1.181], [-2.012, 0.707, 1.335]],
  "lowdin_charge": [0.0630, -0.1501, -0.1595, 0.0883, -0.0268, 0.1568, 0.0601, 0.0592, 0.1306, 0.0899, 0.1797, 0.2546, 0.2542],
  "homo_ev": -14.57,
  "de_lowest_kj_mol": 561.2,
  "e_tot_ev": -8240.3229,
  "total_charge": 1,
  "homo_lumo_gap_ev": 8.373,
  "smiles": "C=CCN[NH+]=O"
}

=====

# 5
{
  "formula": "C12H16N2O4S",
  "method": "ωB97M-V with the def2-TZVPD basis set",
  "symbols": ["N", "C", "C", "S", "C", "O", "N", "C", "C", "C", "C", "C", "C", "O", "C", "C", "C", "O", "O", "H", "H", "H", "H", "H", "H", "H", "H", "H", "H", "H", "H", "H", "H", "H", "H"],
  "coordinates": [[-1.519, -1.221, 2.084], [-2.597, -0.347, 1.596], [-2.913, 0.829, 2.475], [-1.385, 1.590, 3.001], [-2.310, 0.215, 0.177], [-2.665, 1.312, -0.230], [-1.555, -0.631, -0.546], [-1.015, -0.266, -1.842], [0.110, 0.825, -1.839], [1.372, 0.521, -1.094], [1.594, 1.170, 0.117], [2.798, 1.011, 0.825], [3.684, -0.020, 0.415], [4.773, -0.157, 1.120], [3.502, -0.628, -0.840], [2.323, -0.387, -1.529], [-0.618, -1.561, -2.439], [-0.400, -2.533, -1.767], [-0.455, -1.511, -3.771], [-0.700, -0.646, 2.404], [-1.915, -1.551, 2.951], [-3.451, -0.977, 1.548], [-3.603, 1.579, 1.992], [-3.486, 0.503, 3.321], [-1.228, 2.125, 1.773], [-1.138, -1.415, -0.019], [-1.825, 0.188, -2.443], [-0.270, 1.785, -1.443], [0.279, 1.006, -2.900], [0.946, 1.973, 0.376], [3.021, 1.608, 1.714], [5.349, -0.899, 0.856], [4.284, -1.283, -1.246], [2.147, -0.890, -2.468], [-0.331, -0.632, -4.140]],
  "lowdin_charge": [0.0162, -0.3922, -0.5320, 0.7615, -0.4562, 0.0444, 0.1188, -0.2083, -0.0740, -0.2362, -0.0336, 0.0177, -0.3577, 0.0726, -0.0049, -0.0375, -0.4999, 0.1432, 0.1271, 0.0460, 0.0726, 0.1359, 0.1030, 0.0658, -0.1221, 0.1373, 0.1659, 0.1249, 0.1130, 0.0925, 0.1196, 0.1319, 0.1197, 0.1137, 0.1111],
  "homo_ev": -8.52,
  "de_lowest_kj_mol": 9.4,
  "e_tot_ev": -34709.4635,
  "total_charge": 0,
  "homo_lumo_gap_ev": 8.990,
  "smiles": "N[C@@H](CS)C(=O)N[C@@H](Cc1ccc(O)cc1)C(=O)O"
}

=====

# 6
{
  "formula": "C25H49ClN8O6",
  "method": "ωB97M-V with the def2-TZVPD basis set",
  "symbols": ["C", "C", "O", "N", "C", "C", "C", "N", "C", "C", "N", "C", "C", "C", "Cl", "H", "H", "H", "H", "H", "H", "H", "H", "H", "H", "H", "H", "H", "H", "C", "N", "C", "C", "O", "H", "H", "H", "H", "H", "H", "H", "C", "N", "C", "C", "O", "H", "H", "H", "H", "H", "H", "H", "C", "N", "C", "C", "O", "H", "H", "H", "H", "H", "H", "H", "C", "N", "C", "C", "O", "H", "H", "H", "H", "H", "H", "H", "C", "N", "C", "C", "O", "H", "H", "H", "H", "H", "H", "H"],
  "coordinates": [[0.143, -1.603, 0.463], [0.260, -0.058, 0.874], [0.648, 0.207, 2.071], [-0.010, 1.112, -0.001], [0.630, 0.997, -1.347], [-1.459, 1.449, -0.096], [-1.522, 3.041, -0.461], [-1.460, 4.252, -0.568], [-2.292, 1.269, 1.278], [-3.307, 2.541, 1.357], [-4.037, 3.497, 1.441], [-3.247, -0.030, 1.160], [-4.381, 0.094, 0.013], [-4.454, -1.210, -0.966], [-2.816, -1.698, -1.641], [-0.662, -2.099, 1.115], [1.154, -2.105, 0.777], [0.014, -1.794, -0.661], [0.854, -0.075, -1.688], [1.636, 1.571, -1.397], [-0.058, 1.461, -2.161], [-1.943, 0.889, -0.972], [-1.668, 1.319, 2.235], [-3.821, -0.097, 2.167], [-2.629, -1.008, 1.097], [-5.429, 0.146, 0.510], [-4.210, 0.991, -0.707], [-5.037, -2.066, -0.463], [-5.102, -0.875, -1.865], [0.883, -7.431, -0.901], [1.025, -6.043, -0.509], [2.346, -5.534, -0.194], [-0.044, -5.200, -0.425], [0.010, -4.025, -0.101], [1.248, -8.068, -0.092], [1.477, -7.607, -1.802], [-0.161, -7.674, -1.107], [2.351, -5.164, 0.833], [2.579, -4.705, -0.867], [3.096, -6.319, -0.305], [-0.999, -5.686, -0.684], [-5.600, 6.135, -2.858], [-6.054, 5.173, -1.875], [-5.517, 5.238, -0.528], [-6.970, 4.206, -2.175], [-7.393, 3.369, -1.397], [-4.518, 6.037, -2.978], [-5.839, 7.142, -2.506], [-6.085, 5.969, -3.822], [-5.026, 4.292, -0.294], [-6.339, 5.390, 0.176], [-4.801, 6.056, -0.440], [-7.311, 4.247, -3.223], [1.112, 7.188, -0.323], [0.887, 7.759, -1.636], [1.808, 8.764, -2.130], [-0.165, 7.383, -2.424], [-0.407, 7.825, -3.534], [1.086, 7.988, 0.421], [2.093, 6.706, -0.309], [0.346, 6.449, -0.081], [1.257, 9.685, -2.335], [2.258, 8.410, -3.061], [2.591, 8.960, -1.395], [-0.803, 6.615, -1.957], [4.882, 1.188, 0.289], [4.503, -0.201, 0.123], [5.491, -1.145, -0.362], [3.246, -0.648, 0.408], [2.865, -1.802, 0.290], [5.204, 1.587, -0.676], [5.706, 1.248, 1.004], [4.043, 1.780, 0.659], [5.129, -1.597, -1.290], [5.628, -1.933, 0.382], [6.442, -0.643, -0.546], [2.578, 0.148, 0.768], [3.534, -8.231, 4.935], [3.677, -7.739, 3.580], [3.759, -6.309, 3.357], [3.738, -8.580, 2.505], [3.858, -8.233, 1.343], [2.616, -7.824, 5.365], [4.393, -7.900, 5.525], [3.486, -9.321, 4.953], [2.938, -6.001, 2.705], [4.706, -6.077, 2.863], [3.697, -5.769, 4.304], [3.667, -9.643, 2.787]],
  "lowdin_charge": [-0.0674, -0.3645, 0.0047, -0.1134, -0.0766, -0.2260, -0.1091, 0.1387, -0.1726, -0.1422, 0.1543, -0.1739, -0.2308, -0.5466, 0.5251, 0.0918, 0.0801, 0.0614, 0.0945, 0.0999, 0.1071, 0.1129, 0.1512, 0.1274, 0.0978, 0.1304, 0.1173, 0.0899, 0.0837, -0.0559, -0.1888, -0.0361, -0.3022, -0.0280, 0.0819, 0.0917, 0.0826, 0.0753, 0.0934, 0.0800, 0.1331, -0.0638, -0.2036, -0.0626, -0.3524, -0.0033, 0.0884, 0.0879, 0.0812, 0.0334, 0.0938, 0.0888, 0.1261, -0.0648, -0.2081, -0.0538, -0.3410, 0.0006, 0.0870, 0.0857, 0.0650, 0.0914, 0.0907, 0.0839, 0.1083, -0.0557, -0.1914, -0.0434, -0.3103, -0.0050, 0.0894, 0.0899, 0.0901, 0.0928, 0.0925, 0.0873, 0.1121, -0.0622, -0.2031, -0.0383, -0.3334, 0.0012, 0.0900, 0.0896, 0.0840, 0.0732, 0.0981, 0.0906, 0.1310],
  "homo_ev": -8.69,
  "e_tot_ev": -63443.3177,
  "total_charge": 0,
  "homo_lumo_gap_ev": 9.145,
  "smiles": "CC(=O)N(C)[C@H](C#N)[C@@H](C#N)CCCCl.CN(C)C=O.CN(C)C=O.CN(C)C=O.CN(C)C=O.CN(C)C=O"
}